{
  "formula": "C25H19ClN2O4S",
  "method": "ωB97M-V with the def2-TZVPD basis set",
  "species": ["C", "C", "C", "C", "C", "H", "N", "C", "C", "C", "C", "H", "H", "C", "H", "H", "C", "O", "H", "C", "C", "H", "H", "N", "H", "O", "H", "H", "C", "H", "C", "H", "C", "H", "C", "C", "H", "C", "H", "O", "O", "H", "C", "H", "Cl", "C", "C", "H", "C", "S", "C", "C"],
  "coordinates": [[-1.1277, -0.7567, -0.0108], [-0.4293, -1.8892, -0.1490], [-4.4137, 4.0011, 0.6530], [3.7238, 0.9793, 0.5043], [-3.5146, -3.0780, 1.2471], [-0.9614, -2.8216, -0.2920], [-1.1747, 1.5379, -0.5580], [3.1176, -2.6903, -0.1949], [-2.2975, 5.0464, -0.6607], [-4.1786, -5.1415, 0.2196], [0.9955, -2.0083, -0.1530], [-3.3022, -2.4696, 2.1119], [-5.2592, 5.9437, 0.2427], [-4.0802, -4.5618, -1.0361], [4.4108, 2.9440, 0.9781], [6.7859, 2.4216, 0.5429], [-2.1918, 3.7412, -0.1886], [0.1863, 0.8819, 1.1271], [1.4499, -4.1463, -0.3552], [4.6920, 1.9516, 0.6607], [-3.6947, -3.2363, -1.1553], [3.9989, -3.2966, -0.2320], [-4.4804, -6.1742, 0.3105], [-3.3673, 5.8021, -0.5012], [-3.2652, 2.2034, 0.8719], [-3.2401, -0.3131, -1.4733], [-3.9846, -4.8593, 2.3348], [-4.3055, -5.1395, -1.9194], [6.3794, 0.3861, 0.0190], [-0.3941, 3.3370, -1.2751], [5.4279, -0.6029, -0.1461], [5.7232, -1.5886, -0.4670], [3.0583, -1.3164, -0.0566], [-0.2732, 3.0540, 0.4760], [-3.8995, -4.4036, 1.3603], [-0.6197, 0.6199, 0.2574], [2.6849, 1.1908, 0.7080], [-3.2863, 3.2128, 0.4879], [-5.2799, 3.6181, 1.1693], [-3.4778, -0.0582, 0.9559], [1.7774, -0.9192, -0.0422], [-3.6173, -2.7455, -2.1127], [1.7908, -3.1357, -0.2554], [-1.4761, 5.5088, -1.1949], [8.0418, 0.0168, -0.2839], [6.0264, 1.6657, 0.4199], [4.0865, -0.3074, 0.0968], [-1.8979, 1.2532, -1.2054], [-4.4037, 5.2889, 0.1405], [-2.9205, -0.7942, -0.1469], [-0.9282, 2.9526, -0.3976], [-3.4164, -2.5141, -0.0110]],
  "forces_ev_per_angstrom": [[-0.9, -0.8, 0.2], [0.0, 0.4, 0.1], [0.1, 0.0, 0.0], [0.0, -0.2, 0.0], [0.0, 0.0, 0.2], [0.0, 0.0, 0.0], [-0.1, 0.4, -0.2], [0.2, 0.8, 0.1], [0.2, -0.3, 0.0], [0.0, 0.0, 0.0], [0.3, -1.1, -0.1], [0.0, 0.0, 0.2], [-0.1, 0.0, 0.1], [0.0, 0.0, 0.0], [0.0, 0.1, 0.0], [0.1, 0.0, 0.0], [-0.2, 0.0, 0.0], [0.0, -0.1, 0.2], [-0.1, -0.2, 0.0], [0.1, 0.0, 0.0], [0.0, 0.1, -0.2], [0.2, -0.1, 0.0], [0.0, -0.1, 0.0], [0.0, 0.5, -0.2], [0.0, -0.1, 0.0], [0.0, -0.3, -0.2], [0.0, 0.0, 0.1], [0.0, 0.0, -0.1], [-0.2, 0.0, 0.1], [0.0, 0.0, 0.2], [-0.2, 0.1, 0.0], [0.1, -0.1, -0.1], [0.3, -1.2, -0.2], [0.0, 0.0, -0.2], [0.0, 0.1, 0.0], [0.1, 0.4, -0.1], [-0.1, 0.1, 0.0], [0.0, 0.2, -0.1], [-0.1, 0.0, 0.0], [0.1, -0.3, 0.4], [0.1, 0.3, 0.0], [0.0, 0.0, -0.1], [-0.7, 0.7, 0.0], [0.1, -0.1, -0.1], [0.2, 0.0, 0.0], [0.0, 0.0, 0.0], [0.1, 0.5, 0.1], [0.1, -0.1, -0.1], [-0.2, -0.1, 0.2], [0.1, -0.2, -0.2], [0.3, 0.2, 0.1], [0.3, 0.6, -0.1]],
  "gap_ev": 7.71,
  "total_charge": 0,
  "e_tot_ha": -2232.9096
}